This record from the OMol25 dataset describes a molecular structure, C18H37CaCl9KN7O7P. The level of theory is the ωB97M-V functional and the def2-TZVPD basis.

- E_tot: -200759.769 eV
- Relative energy (zero: lowest compared OMol25 entry of this formula, charge and spin): 13.29 kcal/mol
- Strongest force on any atom: 0.05368 hartree/bohr
- Net charge: +1
- Lowest unoccupied orbital energy: -0.281 Eh

Last column: Löwdin charge in e.
Cartesian coordinates (Å):
C (2.777, -2.834, 3.205)  -0.093
C (3.549, -2.154, 2.089)  -0.217
N (2.870, -0.968, 1.580)  -0.071
C (1.779, -1.324, 0.661)  -0.167
C (0.648, -0.293, 0.673)  -0.137
N (-0.629, -0.820, 1.278)  -0.002
C (-1.757, -0.163, 0.820)  -0.543
N (-2.044, 1.075, 1.323)  -0.308
Cl (-3.657, 1.336, 1.878)  0.682
N (-2.558, -0.681, -0.064)  -0.041
P (-2.592, -2.287, -0.889)  1.012
C (-2.196, -3.507, 0.416)  -0.296
C (-1.173, -2.226, -2.075)  -0.391
C (-0.324, -3.485, -2.047)  -0.141
C (3.759, 0.063, 1.141)  -0.450
C (3.521, 0.665, -0.207)  -0.018
O (4.645, 0.455, 1.876)  0.092
H (3.442, -3.323, 3.899)  0.078
H (2.210, -2.092, 3.759)  0.017
H (2.101, -3.589, 2.815)  0.058
H (3.722, -2.854, 1.277)  0.127
H (4.521, -1.891, 2.468)  0.118
H (1.375, -2.266, 1.005)  0.103
H (2.109, -1.494, -0.355)  0.114
H (0.993, 0.510, 1.312)  0.117
H (0.461, 0.101, -0.313)  0.108
H (-0.546, -0.633, 2.300)  -0.125
H (-1.387, 1.369, 2.035)  0.074
H (-3.333, -0.085, -0.318)  0.093
H (-1.165, -3.821, 0.414)  0.020
H (-2.881, -4.334, 0.341)  -0.039
H (-2.354, -3.020, 1.371)  -0.013
H (-1.654, -2.160, -3.040)  0.070
H (-0.609, -1.310, -1.956)  0.046
H (-0.931, -4.341, -2.301)  0.082
H (0.432, -3.394, -2.807)  0.078
H (0.186, -3.631, -1.108)  0.045
H (2.470, 0.857, -0.338)  0.033
H (4.123, 1.535, -0.387)  0.089
H (3.792, -0.073, -0.953)  0.079
C (1.853, 1.825, -3.933)  -2.029
Cl (0.154, 2.167, -4.160)  0.603
Cl (2.530, 2.993, -2.793)  0.565
Cl (1.967, 0.201, -3.227)  0.524
Cl (2.733, 1.881, -5.454)  0.574
C (0.768, 4.923, -0.401)  -0.280
O (0.169, 3.884, -0.932)  -0.089
H (0.315, 5.910, -0.585)  0.084
H (0.894, 4.859, 0.716)  0.119
H (1.849, 5.043, -0.692)  0.104
Ca (-0.953, -1.593, 4.156)  0.995
N (-2.499, 1.263, -6.045)  -0.636
O (-2.748, 1.166, -7.240)  0.081
O (-2.103, 0.280, -5.403)  -0.007
O (-2.638, 2.352, -5.465)  0.014
C (-5.773, -6.668, 0.869)  -2.051
Cl (-4.818, -6.847, 2.345)  0.519
Cl (-5.508, -8.061, -0.176)  0.555
Cl (-7.480, -6.544, 1.278)  0.551
Cl (-5.263, -5.197, 0.021)  0.528
C (4.962, 6.929, -0.191)  -0.079
C (3.665, 7.588, -0.226)  -0.276
N (2.638, 8.094, -0.213)  0.124
H (5.749, 7.648, -0.402)  0.086
H (5.144, 6.481, 0.797)  0.043
H (4.992, 6.139, -0.938)  0.081
O (6.760, 5.549, 1.704)  -0.709
H (7.053, 4.641, 1.585)  -0.122
K (8.035, 6.136, 3.278)  0.932
C (-9.235, -10.043, -1.333)  -0.158
O (-8.055, -10.289, -2.092)  -0.126
H (-10.050, -10.569, -1.821)  0.079
H (-9.134, -10.420, -0.311)  0.076
H (-9.472, -8.976, -1.304)  0.073
H (-7.331, -9.827, -1.666)  0.023
C (1.004, 8.867, 2.822)  -0.077
C (1.557, 9.351, 4.077)  -0.293
N (1.989, 9.726, 5.066)  0.121
H (1.796, 8.748, 2.085)  0.040
H (0.520, 7.906, 2.982)  0.075
H (0.272, 9.574, 2.440)  0.085

=====

This record from the OMol25 dataset describes a molecular structure, C18H37Cl2CsF2KLiN2O13S. The level of theory is the ωB97M-V functional and the def2-TZVPD basis.

- E_tot: -107237.806 eV
- Strongest force on any atom: 0.11870 hartree/bohr
- Lowest unoccupied orbital energy: -0.103 Eh

Last column: Löwdin charge in e.
Cartesian coordinates (Å):
C (3.658, 1.717, -0.326)  -0.121
C (2.610, 2.778, -0.471)  -0.721
Cl (3.222, 4.296, -1.037)  0.754
C (1.317, 2.648, -0.196)  -0.576
Cl (0.706, 1.134, 0.405)  0.904
C (0.307, 3.758, -0.368)  -0.213
O (-0.999, 3.249, -0.450)  -0.131
C (-1.263, 2.609, -1.704)  -0.275
C (-1.535, 3.644, -2.821)  -0.104
C (-0.334, 3.697, -3.726)  -0.264
N (0.095, 4.738, -4.303)  0.119
C (-2.416, 1.596, -1.481)  -0.211
C (-3.088, 1.663, -0.107)  -0.039
C (-2.329, 1.009, 0.998)  -0.481
O (-1.800, 1.548, 1.926)  0.063
F (-2.266, -0.354, 0.964)  0.060
O (-1.990, 0.233, -1.611)  -0.101
C (-1.364, -0.085, -2.799)  -0.227
C (-1.744, -1.518, -3.207)  -0.081
C (-0.646, -2.189, -4.041)  -0.364
C (0.142, -3.227, -3.249)  -0.112
F (0.224, -1.221, -4.620)  -0.077
H (3.995, 1.595, 0.706)  0.090
H (3.314, 0.759, -0.711)  0.052
H (4.531, 2.007, -0.905)  0.070
H (0.552, 4.380, -1.232)  0.108
H (0.335, 4.418, 0.502)  0.148
H (-0.332, 2.106, -2.000)  0.097
H (-1.771, 4.619, -2.395)  0.126
H (-2.392, 3.376, -3.444)  0.123
H (0.201, 2.736, -3.857)  0.102
H (0.917, 4.486, -4.852)  0.043
H (-3.232, 1.785, -2.183)  0.165
H (-3.401, 2.664, 0.157)  0.150
H (-4.019, 1.059, -0.269)  0.076
H (-0.273, -0.066, -2.623)  0.120
H (-1.546, 0.614, -3.626)  0.135
H (-2.002, -2.141, -2.357)  0.132
H (-2.644, -1.438, -3.828)  0.129
H (-1.059, -2.766, -4.897)  0.134
H (-0.484, -3.713, -2.479)  0.096
H (0.482, -3.982, -3.955)  -0.058
H (1.024, -2.790, -2.778)  0.108
K (1.054, -5.622, -3.346)  1.017
O (-5.850, 1.049, -0.701)  -0.558
H (-6.011, 0.694, 0.182)  -0.172
Li (-1.160, -1.153, -5.954)  0.831
O (1.986, -0.818, 3.107)  -0.373
H (1.570, -0.213, 2.471)  -0.053
H (2.766, -1.244, 2.592)  -0.037
O (4.041, -1.929, 2.080)  -0.387
H (4.504, -2.081, 2.905)  -0.038
N (0.778, -5.204, -8.024)  -0.650
O (1.279, -6.067, -8.736)  -0.013
O (1.120, -5.115, -6.804)  -0.171
O (-0.064, -4.397, -8.461)  -0.076
O (2.406, -1.598, 0.499)  0.150
H (2.360, -2.267, 1.229)  0.139
H (3.350, -1.360, 0.329)  0.142
H (1.880, -0.784, 0.730)  0.043
C (-0.191, -1.866, 6.042)  -0.193
C (-0.913, -1.896, 7.397)  -0.191
C (0.129, -2.238, 8.471)  -0.201
S (1.701, -1.638, 7.846)  0.667
O (2.564, -2.758, 7.601)  -0.288
O (2.126, -0.496, 8.614)  -0.310
C (1.079, -1.059, 6.271)  -0.528
H (-0.812, -1.426, 5.262)  0.127
H (0.068, -2.881, 5.735)  0.132
H (-1.343, -0.914, 7.602)  0.124
H (-1.729, -2.616, 7.400)  0.123
H (-0.084, -1.750, 9.418)  0.109
H (0.223, -3.312, 8.619)  0.111
H (1.831, -1.211, 5.494)  -0.009
H (0.856, 0.002, 6.376)  -0.109
Cs (1.902, 1.006, 4.953)  1.507
O (-3.534, 5.929, -4.001)  -0.586
H (-2.580, 5.799, -3.947)  -0.228

=====

This record from the OMol25 dataset describes 2 unconnected molecules or ions with the total composition C18H37Cl2F7N5O5P2S. The level of theory is the ωB97M-V functional and the def2-TZVPD basis.

- E_tot: -110425.428 eV
- Strongest force on any atom: 0.02583 hartree/bohr
- Net charge: +1
- Lowest unoccupied orbital energy: -0.088 Eh

Last column: Löwdin charge in e.
Cartesian coordinates (Å):
C (5.788, -0.124, 0.407)  -0.047
C (5.423, -1.457, -0.244)  -0.451
O (6.573, -2.274, -0.436)  -0.022
C (4.449, -2.246, 0.620)  -0.203
N (3.900, -3.401, -0.085)  -0.048
C (2.908, -4.172, 0.677)  -0.170
C (1.563, -4.335, -0.037)  -0.159
O (0.522, -3.537, 0.520)  -0.125
C (0.673, -2.141, 0.341)  -0.317
C (0.635, -1.471, 1.714)  -0.088
C (-0.541, -0.498, 1.668)  -0.315
S (-1.033, -0.212, 3.405)  0.781
O (0.218, 0.059, 4.057)  -0.232
O (-1.920, -1.229, 3.875)  -0.229
C (-1.908, 1.452, 3.431)  -0.468
F (-3.160, 1.324, 2.967)  0.109
F (-1.951, 1.770, 4.718)  0.166
C (-1.206, 2.561, 2.593)  -0.359
F (-1.562, 2.346, 1.295)  0.101
F (0.126, 2.454, 2.668)  0.164
C (-1.607, 4.019, 2.942)  -0.581
F (-1.292, 4.326, 4.179)  0.225
F (-0.955, 4.805, 2.103)  0.201
F (-2.912, 4.172, 2.763)  0.200
N (-1.466, -1.217, 0.723)  -0.122
P (-3.197, -0.678, 0.453)  0.835
N (-4.091, -1.118, 1.617)  -0.202
C (-0.528, -1.517, -0.466)  -0.401
C (-1.086, -2.588, -1.408)  -0.142
C (-2.137, -2.299, -2.526)  -0.191
C (-2.489, -0.872, -2.991)  -0.238
C (-1.741, -0.409, -4.269)  -0.279
N (-1.248, 0.971, -4.202)  -0.010
P (0.147, 0.095, -1.343)  0.935
N (1.538, 0.469, -0.424)  -0.133
O (0.876, -0.730, -2.535)  -0.251
H (4.894, 0.502, 0.508)  0.068
H (6.229, -0.289, 1.393)  0.091
H (6.501, 0.414, -0.222)  0.084
H (4.953, -1.240, -1.221)  0.136
H (7.046, -1.994, -1.226)  0.098
H (5.006, -2.599, 1.492)  0.140
H (3.658, -1.551, 0.957)  0.100
H (3.499, -3.079, -0.959)  0.086
H (3.312, -5.167, 0.883)  0.121
H (2.718, -3.678, 1.639)  0.122
H (1.680, -4.112, -1.108)  0.120
H (1.210, -5.367, 0.030)  0.135
H (1.619, -1.963, -0.174)  0.111
H (0.442, -2.241, 2.470)  0.146
H (1.566, -0.986, 2.006)  0.126
H (-0.281, 0.483, 1.277)  0.084
H (-1.614, -2.140, 1.166)  0.160
H (-3.036, 0.681, 0.147)  0.032
H (-3.413, -1.374, -0.726)  0.017
H (-4.529, -0.386, 2.157)  -0.002
H (-0.211, -3.050, -1.868)  0.112
H (-1.497, -3.370, -0.759)  0.129
H (-3.063, -2.800, -2.223)  0.100
H (-1.812, -2.839, -3.420)  0.118
H (-3.558, -0.881, -3.235)  0.114
H (-2.371, -0.107, -2.219)  0.030
H (-0.898, -1.088, -4.436)  0.092
H (-2.419, -0.519, -5.119)  0.113
H (-1.455, 1.483, -5.048)  0.070
H (-1.632, 1.480, -3.419)  0.036
H (2.372, 0.562, -0.991)  0.062
H (1.427, 1.301, 0.145)  0.048
H (1.585, -1.315, -2.229)  0.067
Cl (-2.342, 5.309, -1.723)  0.526
C (-2.919, 6.195, -0.284)  -0.680
C (-3.557, 7.515, -0.633)  -0.662
Cl (-2.367, 8.679, -1.262)  0.555
H (-2.070, 6.332, 0.379)  0.050
H (-3.651, 5.555, 0.206)  0.066
H (-3.995, 7.952, 0.262)  0.076
H (-4.334, 7.393, -1.383)  0.070

=====

This record from the OMol25 dataset describes 3 unconnected molecules or ions with the total composition C18H37ClN3O4S. The level of theory is the ωB97M-V functional and the def2-TZVPD basis.

- E_tot: -55277.889 eV
- Strongest force on any atom: 0.01522 hartree/bohr
- Net charge: +1
- Lowest unoccupied orbital energy: -0.126 Eh

Last column: natural (NBO) charge in e.
Cartesian coordinates (Å):
C (8.092, 0.980, -0.399)  -0.623
C (6.842, 1.846, -0.320)  -0.523
S (5.900, 1.891, -1.878)  0.246
C (4.711, 0.592, -1.565)  -0.385
N (3.620, 1.113, -0.705)  -0.530
C (2.725, 0.397, -0.079)  0.720
N (2.830, -0.995, -0.149)  -0.653
C (2.709, -1.710, 1.150)  -0.218
C (1.876, -0.992, 2.233)  -0.450
C (1.536, 0.485, 1.986)  -0.220
N (1.688, 0.942, 0.576)  -0.410
C (1.405, 2.365, 0.351)  -0.029
Cl (-0.343, 2.603, 0.612)  -0.012
C (2.239, 3.360, 1.170)  -0.461
C (2.749, 4.509, 0.303)  -0.612
H (7.845, -0.082, -0.338)  0.210
H (8.617, 1.141, -1.340)  0.228
H (8.771, 1.217, 0.421)  0.229
H (7.091, 2.885, -0.100)  0.237
H (6.168, 1.507, 0.471)  0.205
H (5.167, -0.260, -1.070)  0.246
H (4.293, 0.267, -2.517)  0.246
H (3.584, 2.125, -0.648)  0.435
H (2.054, -1.304, -0.730)  0.407
H (2.238, -2.661, 0.908)  0.230
H (3.708, -1.951, 1.511)  0.213
H (2.445, -1.017, 3.163)  0.240
H (0.963, -1.554, 2.420)  0.237
H (0.509, 0.694, 2.274)  0.241
H (2.180, 1.119, 2.600)  0.202
H (1.546, 2.548, -0.716)  0.225
H (1.620, 3.767, 1.970)  0.250
H (3.071, 2.838, 1.654)  0.210
H (3.535, 4.203, -0.395)  0.198
H (3.164, 5.301, 0.926)  0.243
H (1.933, 4.942, -0.280)  0.227
O (-5.847, -1.630, 1.572)  -0.564
C (-5.281, -0.638, 1.212)  0.797
O (-4.202, -0.227, 1.924)  -0.511
C (-3.345, 0.831, 1.495)  -0.066
C (-3.863, 2.197, 1.895)  -0.638
C (-5.756, 0.177, 0.033)  -0.747
H (-3.157, 0.764, 0.422)  0.172
H (-2.401, 0.621, 2.000)  0.185
H (-4.812, 2.422, 1.409)  0.216
H (-3.151, 2.975, 1.618)  0.212
H (-4.017, 2.237, 2.973)  0.227
H (-6.531, 0.859, 0.385)  0.254
H (-6.211, -0.506, -0.680)  0.251
H (-4.985, 0.759, -0.463)  0.216
O (-3.798, -4.936, -4.498)  -0.563
C (-4.080, -4.347, -3.493)  0.793
O (-4.036, -5.011, -2.318)  -0.505
C (-4.182, -4.354, -1.053)  -0.066
C (-5.621, -4.117, -0.654)  -0.648
C (-4.538, -2.904, -3.522)  -0.744
H (-3.607, -3.424, -1.048)  0.158
H (-3.699, -5.029, -0.348)  0.199
H (-6.128, -3.449, -1.351)  0.201
H (-5.657, -3.663, 0.336)  0.247
H (-6.170, -5.058, -0.630)  0.224
H (-5.610, -2.897, -3.724)  0.249
H (-4.035, -2.414, -4.351)  0.245
H (-4.358, -2.351, -2.605)  0.209

=====

no.,HOMO-LUMO gap (eV)
1,1.72
2,1.25
3,9.04
4,8.18